1.
Below is a 21-piece molecular cluster, C17H66N2O24S overall at a distorted geometry, with properties calculated with ωB97M-V/def2-TZVPD.

- highest occupied orbital energy (hartree) = -0.3368
- E (eV) = -81654.545
- total charge = 0
- gap between HOMO and LUMO (eV) = 8.9
- LUMO (eV) = -0.300

Cartesian coordinates (Å):
1 O -0.4343 -2.3276 -0.5986
2 O 1.7934 -2.8742 0.2845
3 N -0.6131 1.1826 0.5787
4 O -0.4341 0.4760 -4.1637
5 O -0.5533 -0.2601 2.4008
6 C -0.0850 0.1215 1.1710
7 N 0.8555 -0.5948 0.5680
8 C 1.0735 3.9402 -2.2551
9 C 1.4090 2.0879 -0.6914
10 C -0.8685 3.1380 -0.9412
11 C 1.4424 1.6677 -3.1714
12 C -0.8176 2.7859 -3.4090
13 C -0.4858 0.8580 -1.8211
14 C -2.1463 -1.9325 4.3435
15 C -2.2790 -3.1373 3.4159
16 C 1.8066 2.5901 -2.0550
17 C -0.4613 3.7227 -2.2963
18 C -0.1037 1.8230 -0.6583
19 C -0.1040 1.4737 -3.1651
20 C -0.6347 -1.5008 4.4580
21 C -1.6992 -2.9201 1.9924
22 C 0.0165 -1.3552 3.0529
23 C -0.2375 -2.5650 2.0951
24 S 0.4961 -2.1723 0.5010
25 H 0.0767 -0.3288 -3.9435
26 H 1.0803 -0.3109 -0.3714
27 H 1.5066 4.4332 -3.1439
28 H 1.2897 4.6118 -1.4309
29 H 1.9717 1.1615 -0.4961
30 H 1.7176 2.8343 0.0628
31 H -0.8121 3.8381 -0.0880
32 H -1.9043 2.9149 -0.9480
33 H 2.0530 0.7645 -3.0261
34 H 1.7812 2.0075 -4.1038
35 H -0.5880 3.1934 -4.3815
36 H -1.8862 2.6025 -3.4116
37 H -1.5748 0.6734 -1.8855
38 H -0.0013 -0.0957 -1.6695
39 H -2.7122 -1.0890 3.9268
40 H -2.6390 -2.0792 5.3037
41 H -3.3557 -3.4516 3.3285
42 H -1.7689 -3.9567 3.8612
43 H 2.9200 2.7738 -2.1055
44 H -1.0127 4.6768 -2.4546
45 H -0.1099 -2.3031 4.9639
46 H -0.4808 -0.5102 4.9631
47 H -1.8632 -3.8704 1.4522
48 H -2.3107 -2.1359 1.5651
49 H 1.1810 -1.2123 3.1118
50 H 0.3068 -3.4026 2.3831
51 O 3.2576 -0.9848 -4.8867
52 H 4.1334 -0.9931 -4.3802
53 H 3.1530 -0.0768 -5.3205
54 O 4.2962 1.1323 0.5339
55 H 4.1654 0.5020 -0.2467
56 H 3.7914 0.7599 1.3278
57 O 3.0381 1.0673 2.8079
58 H 3.0129 0.8838 3.8026
59 H 2.6294 1.9785 2.6451
60 O -4.2060 -2.7830 6.9918
61 H -4.9132 -2.8007 6.2685
62 H -4.6142 -3.1520 7.8409
63 O 1.9417 -4.7497 3.7415
64 H 1.2692 -5.3189 3.2440
65 H 1.5944 -4.5993 4.6799
66 O -0.8068 0.7336 -6.9626
67 H 0.0281 0.7872 -7.5317
68 H -0.5243 0.5908 -6.0015
69 O 1.5552 3.4961 2.5219
70 H 1.7018 4.4405 2.1897
71 H 0.9170 3.0342 1.8869
72 O -2.5401 -1.2480 -4.4615
73 H -1.8494 -0.5100 -4.4164
74 H -3.4529 -0.8204 -4.5500
75 O 3.7683 -3.3858 2.1152
76 H 3.1234 -3.7155 2.8218
77 H 3.2525 -3.2536 1.2548
78 O 3.1722 2.1770 -6.6335
79 H 2.7776 3.1057 -6.5589
80 H 4.1654 2.2692 -6.8030
81 O 0.1407 -0.9337 7.4422
82 H 0.8339 -1.3697 8.0363
83 H 0.5233 -0.0624 7.0984
84 O -2.7292 -2.2304 -1.9051
85 H -1.8499 -2.2855 -1.4075
86 H -2.5274 -2.1343 -2.8919
87 O -0.4407 3.4883 -6.9715
88 H -0.6355 2.5059 -6.8276
89 H -1.0793 3.8365 -7.6749
90 O 0.8098 -1.8219 -3.7202
91 H 1.7080 -1.5883 -4.1232
92 H 0.8519 -2.7770 -3.3889
93 O -2.9611 1.6695 2.2755
94 H -2.8801 2.1782 3.1464
95 H -2.0286 1.5024 1.9202
96 O -4.6268 -4.4316 0.8187
97 H -3.7075 -4.6469 0.4550
98 H -4.7140 -3.4254 0.8795
99 O 3.5129 -0.7705 -1.3358
100 H 4.2157 -0.6112 -2.0461
101 H 3.4656 -1.7652 -1.1568
102 O 0.0216 6.8627 -0.6883
103 H -0.8870 7.3077 -0.6770
104 H 0.6050 7.3543 -1.3530
105 O -4.9179 -5.3486 3.6248
106 H -4.8791 -5.2593 2.6177
107 H -4.3800 -6.1637 3.8898
108 O -0.0290 2.0277 4.7966
109 H 0.1353 1.9828 5.7940
110 H 0.8115 2.3762 4.3541

***

2.
Below is a 24-piece molecular cluster, C17H81FN3O31P2S overall at a distorted geometry, with properties calculated with ωB97M-V/def2-TZVPD.

- highest occupied orbital energy (hartree) = -0.1893
- E (eV) = -119018.897
- total charge = -1
- gap between HOMO and LUMO (eV) = 6.6
- LUMO (eV) = 1.474

Cartesian coordinates (Å):
1 C 0.7683 4.3529 4.8232
2 C 1.0407 3.8632 3.7666
3 C 1.3290 3.3245 2.4582
4 P 1.0933 1.3954 2.3011
5 N 2.2888 1.2225 3.6828
6 C 1.1504 -0.5189 2.1875
7 C -0.0124 -1.3720 1.7869
8 C 0.3471 -2.8161 2.1301
9 F -0.2746 -1.3491 0.3916
10 N -0.3508 1.3284 3.2877
11 C -1.5722 2.0673 2.9725
12 C -2.6382 1.1509 2.4009
13 O 2.5619 1.3827 1.2288
14 C 2.2289 1.1197 -0.0446
15 N 3.3664 1.3232 -1.0004
16 C 4.6346 1.5603 -0.2850
17 C 3.4871 0.1268 -1.7570
18 C 2.7080 0.0681 -3.0401
19 O 4.1577 -0.8201 -1.4241
20 C 0.8824 1.8645 -0.3256
21 C 0.0330 1.2059 -1.4683
22 O -1.3760 1.2549 -1.3270
23 C -1.9943 2.4224 -1.8098
24 O -2.7744 2.9594 -0.7904
25 C -3.6794 3.9309 -1.2625
26 C -4.0087 4.9876 -0.1897
27 O -3.2751 4.7718 0.9842
28 P 1.1722 3.6368 -0.8617
29 O -0.0551 4.5271 -0.3861
30 O 1.0512 3.6842 -2.4821
31 S 2.8621 4.5185 -0.4246
32 O 0.1609 1.6273 0.8300
33 H 0.4880 4.6394 5.7995
34 H 0.6432 3.8482 1.7968
35 H 2.3382 3.6043 2.1983
36 H 3.0342 1.8985 3.6176
37 H 1.8471 1.2590 4.5909
38 H 1.9968 -0.8619 1.5967
39 H 1.3664 -0.8183 3.2004
40 H -0.9383 -1.1383 2.2974
41 H 1.3759 -2.9877 1.8264
42 H 0.3347 -2.9564 3.2006
43 H -0.3295 -3.5168 1.6586
44 H -0.1346 1.4834 4.2581
45 H -1.4499 2.9568 2.3634
46 H -1.9721 2.4251 3.9214
47 H -2.2169 0.5152 1.6321
48 H -3.0378 0.5164 3.1894
49 H -3.4588 1.7128 1.9805
50 H 1.9161 0.0686 -0.1715
51 H 4.8061 0.8340 0.4997
52 H 4.5982 2.5348 0.1722
53 H 5.4498 1.4962 -0.9922
54 H 2.3597 -0.9500 -3.1594
55 H 3.3822 0.2922 -3.8572
56 H 1.8766 0.7518 -3.0288
57 H 0.3078 0.1612 -1.5163
58 H 0.2838 1.6547 -2.4263
59 H -2.6646 2.1385 -2.6303
60 H -1.2654 3.1369 -2.1934
61 H -3.3561 4.3968 -2.1933
62 H -4.6218 3.4213 -1.4846
63 H -5.0696 4.9186 0.0571
64 H -3.8536 5.9909 -0.5660
65 H -2.9936 5.6116 1.3583
66 H 0.0827 5.3736 -0.8453
67 H 1.8348 4.1698 -2.7825
68 O 3.6720 -3.7151 -0.9375
69 H 2.8070 -3.9375 -1.2991
70 H 3.6791 -2.7459 -0.9259
71 O 1.5140 -1.7848 5.9833
72 H 1.8479 -1.1236 5.3630
73 H 2.1982 -2.4623 5.9790
74 O -3.2348 -3.0112 0.0340
75 H -3.0594 -3.9585 0.0256
76 H -2.4091 -2.6106 -0.2771
77 O 3.6630 -5.2996 -3.4184
78 H 4.4902 -5.6769 -3.7363
79 H 3.9296 -4.5739 -2.8329
80 O -2.1522 -7.0340 1.2144
81 H -2.9980 -7.4592 1.0269
82 H -2.3021 -6.5437 2.0293
83 O 0.4993 -5.3867 3.8479
84 H -0.2037 -5.5392 4.4854
85 H 0.2030 -5.8319 3.0438
86 O 4.2936 -7.2647 -5.2702
87 H 3.4652 -7.3039 -4.7759
88 H 4.6316 -8.1651 -5.2592
89 O -2.6863 -0.3821 -3.3425
90 H -2.0585 -0.0072 -2.7023
91 H -3.5283 0.0233 -3.1030
92 O -0.8287 6.1149 -3.1013
93 H -0.3525 5.2759 -3.1607
94 H -1.0213 6.3331 -4.0210
95 O -2.7014 -3.1969 -2.9294
96 H -3.3492 -3.5286 -3.5552
97 H -2.7515 -2.2254 -3.0294
98 O -3.1870 -9.5283 1.5532
99 H -2.2517 -9.6218 1.7657
100 H -3.4296 -10.3362 1.0911
101 O 4.1394 -3.7636 6.1840
102 H 5.0795 -3.9293 6.2960
103 H 3.8004 -4.5508 5.7449
104 O 4.6807 -4.8968 -7.5451
105 H 5.1017 -5.7342 -7.3271
106 H 3.9643 -4.8388 -6.9041
107 O -0.2669 7.4891 -0.6807
108 H -0.7735 7.3390 -1.4923
109 H -0.4413 8.4103 -0.4634
110 O -4.7868 -1.0058 -1.6439
111 H -4.3037 -1.7799 -1.3325
112 H -5.6859 -1.1571 -1.3326
113 O -6.4195 -2.2372 0.5220
114 H -5.4711 -2.4441 0.5187
115 H -6.5136 -1.5761 1.2147
116 O 0.1313 -6.9040 -0.7910
117 H -0.6108 -7.0856 -0.2033
118 H -0.1197 -7.2720 -1.6451
119 O 1.5889 9.4900 0.9607
120 H 2.5254 9.3979 1.1585
121 H 1.3389 8.6239 0.6189
122 O 0.1459 -7.8678 2.6317
123 H 0.0376 -7.9787 1.6798
124 H 1.0237 -8.2155 2.8203
125 O -1.1559 6.3381 3.2931
126 H -0.7328 6.9444 2.6756
127 H -0.5417 5.5848 3.3338
128 O 1.6532 -7.5381 -3.4395
129 H 1.8963 -6.8601 -2.7969
130 H 1.2068 -7.0520 -4.1400
131 O -1.4925 5.1908 -6.0678
132 H -2.2939 4.6685 -6.1716
133 H -0.7882 4.6247 -6.3990
134 O -3.7054 8.1666 0.4829
135 H -4.5740 8.5646 0.3682
136 H -3.4948 8.3092 1.4132

***

3.
Below is C17H8F7IrN3O2S as an isolated structure, with properties calculated with ωB97M-V/def2-TZVPD.

- highest occupied orbital energy (spin up / spin down) (hartree) = -0.1423 / -0.2043
- E (eV) = -59016.955
- total charge = -1
- gap between HOMO and LUMO (spin up / spin down) (eV) = 6.0 / 6.4
- LUMO (spin up / spin down) (eV) = 2.154 / 0.854
- 2S+1 = 5

Cartesian coordinates (Å):
1 Ir 0.0465 -0.3625 -0.4329
2 F -3.1398 5.7418 2.4010
3 C -2.6856 4.7901 1.5795
4 C -2.0158 3.6946 2.0763
5 F -1.8060 3.5918 3.3941
6 C -1.5550 2.7121 1.2204
7 F -0.9018 1.6964 1.7965
8 C -1.7439 2.7568 -0.1604
9 S -1.2668 1.5493 -1.3404
10 C -2.4083 3.8951 -0.6168
11 F -2.6232 4.0518 -1.9274
12 C -2.8752 4.8886 0.2198
13 F -3.5128 5.9542 -0.2819
14 N 1.6315 0.0560 1.6872
15 N 1.3374 -0.9876 2.5551
16 C 0.0958 -1.6405 2.4087
17 O -0.2718 -2.3482 3.3317
18 O -0.5303 -1.4514 1.2836
19 H 2.5795 0.0087 1.3456
20 H 1.4349 0.9689 2.0769
21 H 1.6481 -0.9151 3.5081
22 F -2.3401 -2.0002 -1.3403
23 C -1.0275 -1.8000 -1.7136
24 F -1.0579 -1.3214 -3.0056
25 H -0.5489 -2.7808 -1.7451
26 N 7.3643 0.1896 -7.2344
27 C 6.5581 0.1642 -6.4141
28 C 5.5470 0.1292 -5.3834
29 C 4.2367 0.5030 -5.6718
30 C 3.2693 0.4639 -4.6855
31 C 3.5888 0.0530 -3.3854
32 C 4.9087 -0.3272 -3.1101
33 C 5.8767 -0.2881 -4.0958
34 C 2.5858 0.0277 -2.3652
35 C 1.7471 0.0405 -1.4789
36 H 3.9869 0.8236 -6.6745
37 H 2.2478 0.7465 -4.9040
38 H 5.1579 -0.6561 -2.1099
39 H 6.8971 -0.5748 -3.8775

***

4.
Below is C18H10AlCl5OPS6Sb as an isolated structure, with properties calculated with ωB97M-V/def2-TZVPD.

- highest occupied orbital energy (hartree) = -0.0872
- E (eV) = -170934.091
- total charge = -2
- gap between HOMO and LUMO (eV) = 6.1
- LUMO (eV) = 3.720

Cartesian coordinates (Å):
1 Al -1.0201 -0.5101 -2.3472
2 Cl -7.6846 -0.0214 1.0178
3 C -6.2055 -0.1182 0.1229
4 C -5.4173 -1.2664 0.1858
5 Cl -5.9049 -2.5864 1.1875
6 C -4.2435 -1.3558 -0.5488
7 Cl -3.2525 -2.7556 -0.4879
8 C -3.8217 -0.2963 -1.3759
9 O -2.7419 -0.3751 -2.0771
10 C -4.6203 0.8602 -1.4105
11 Cl -4.0736 2.1640 -2.3891
12 C -5.7962 0.9460 -0.6764
13 Cl -6.7521 2.3837 -0.7507
14 S -1.3486 -1.0837 -6.6860
15 Sb 0.2408 -0.8620 -5.0864
16 S -0.2195 1.0769 -3.6734
17 S -0.2222 -2.3740 -3.1992
18 S 2.4267 -0.9278 -5.6853
19 S 0.3797 -2.2461 2.2030
20 P 0.8306 -0.6594 1.1441
21 S -0.5468 0.1067 -0.1238
22 C 1.2424 0.7426 2.2611
23 C 0.5942 1.9701 2.2366
24 C 0.9402 2.9627 3.1487
25 C 1.9362 2.7359 4.0855
26 C 2.5911 1.5088 4.1115
27 C 2.2421 0.5182 3.2083
28 C 2.3986 -0.8641 0.2331
29 C 3.1892 -1.9880 0.4311
30 C 4.4139 -2.0956 -0.2185
31 C 4.8408 -1.0873 -1.0705
32 C 4.0408 0.0285 -1.2831
33 C 2.8222 0.1417 -0.6332
34 H -0.1805 2.1451 1.5011
35 H 0.4271 3.9164 3.1188
36 H 2.2025 3.5112 4.7949
37 H 3.3713 1.3240 4.8405
38 H 2.7342 -0.4470 3.2391
39 H 2.8326 -2.7691 1.0912
40 H 5.0276 -2.9754 -0.0652
41 H 5.7893 -1.1774 -1.5863
42 H 4.3563 0.8026 -1.9705
43 H 2.1817 0.9971 -0.8175